[1]
# C33H31BrI2N4O3RbS2

A structure of composition C33H31BrI2N4O3RbS2 (wB97M-V/def2-TZVPD, the OMol25 dataset).

## Properties
highest occupied orbital energy (spin up / spin down)	-4.311 / -4.311	eV
ΔE to the lowest compared entry with this formula, charge and spin	48.77	kcal/mol
net charge	-1

Geometry as XYZ:
```
77
Properties=species:S:1:pos:R:3:lowdin_charge:R:1
Rb 1.531 -0.521 -1.038 0.803
C -1.794 1.626 -2.198 -0.209
C -2.732 1.107 -1.349 -0.185
C -2.626 1.815 -0.055 -0.181
C -1.657 2.779 -0.169 -0.212
C -1.135 2.701 -1.497 -0.144
C -0.089 3.574 -2.070 -0.013
C -1.202 3.754 0.866 -0.048
C -3.458 1.490 1.135 -0.036
C -3.794 0.107 -1.638 -0.034
C -1.480 1.228 -3.604 -0.028
H -0.256 3.730 -3.137 0.084
H 0.904 3.123 -1.953 0.069
H -0.081 4.546 -1.574 0.080
H -1.734 4.709 0.809 0.081
H -0.137 3.969 0.757 0.055
H -1.354 3.366 1.877 0.063
H -4.435 1.984 1.098 0.085
H -2.971 1.804 2.060 0.064
H -3.653 0.416 1.200 0.067
H -4.779 0.588 -1.653 0.090
H -3.842 -0.682 -0.885 0.062
H -3.646 -0.373 -2.605 0.075
H -1.703 2.028 -4.316 0.080
H -2.039 0.344 -3.910 0.071
H -0.420 0.987 -3.723 0.082
I 5.104 0.846 -3.689 0.907
C 4.884 1.608 -1.772 -0.667
C 6.017 1.856 -1.006 -0.255
C 5.942 2.316 0.285 -0.698
I 7.711 2.674 1.328 0.856
C 4.669 2.507 0.879 -0.218
C 4.475 2.927 2.214 -0.060
C 3.209 3.044 2.716 -0.076
C 2.126 2.722 1.881 -0.176
N 2.258 2.346 0.634 0.133
C 3.501 2.254 0.111 -0.154
C 3.575 1.843 -1.301 -0.541
O 2.531 1.662 -1.972 -0.291
H 6.987 1.673 -1.452 0.069
H 5.339 3.151 2.827 0.049
H 3.033 3.370 3.734 0.098
H 1.110 2.786 2.264 0.093
Br -4.929 -5.268 -2.136 0.717
C -3.731 -4.209 -1.112 -0.675
C -2.901 -3.305 -1.753 -0.147
C -2.026 -2.550 -0.992 -0.037
C -1.992 -2.685 0.394 -0.259
C -2.822 -3.618 1.022 -0.030
C -3.697 -4.376 0.264 -0.133
N -1.031 -1.915 1.078 0.130
C -1.251 -1.573 2.282 -0.104
C -0.329 -0.855 3.152 -0.143
C -0.809 -0.389 4.366 -0.018
C 0.002 0.328 5.238 -0.063
C 1.318 0.566 4.868 -0.050
C 1.797 0.094 3.672 -0.032
N 0.993 -0.614 2.833 -0.005
H -2.896 -3.214 -2.830 0.057
H -1.384 -1.820 -1.465 0.071
H -2.759 -3.789 2.089 0.103
H -4.336 -5.112 0.734 0.095
H -2.192 -1.773 2.805 0.119
H -1.842 -0.586 4.615 0.116
H -0.391 0.692 6.176 0.105
H 1.991 1.127 5.501 0.113
H 2.799 0.237 3.300 0.118
C 0.899 -6.436 -3.224 -0.166
O 1.160 -5.048 -3.106 -0.272
C 0.235 -4.163 -3.565 -1.385
S -1.168 -4.710 -4.264 0.554
S 0.733 -2.561 -3.389 0.423
H 1.770 -6.928 -2.795 0.081
H 0.761 -6.729 -4.265 0.064
H -0.004 -6.709 -2.674 0.066
O 2.658 -0.776 1.436 -0.178
N 1.483 -1.113 1.635 -0.126
```

***

[2]
# C5H6O3

An isolated molecule of C5H6O3 (wB97M-V/def2-TZVPD, the OMol25 dataset).

## Properties
highest occupied orbital energy	-9.805	eV
SMILES string	C[C@@H](C=O)C(=O)C=O
ΔE to the lowest compared entry with this formula, charge and spin	33.46	kcal/mol
net charge	0

Geometry as XYZ:
```
14
Properties=species:S:1:pos:R:3:lowdin_charge:R:1
C -1.150 -1.234 -0.727 -0.053
C -0.242 -0.059 -0.479 -0.221
C -0.871 1.202 0.392 -0.173
O -0.439 2.312 0.371 0.102
C 0.758 -0.251 0.610 -0.378
O 0.702 -1.085 1.491 0.117
C 2.037 0.616 0.424 -0.169
O 2.360 1.201 -0.563 0.108
H -1.338 -1.825 0.168 0.082
H -0.716 -1.909 -1.460 0.088
H -2.132 -0.897 -1.060 0.081
H 0.210 0.390 -1.367 0.146
H -1.834 0.937 0.863 0.139
H 2.655 0.600 1.339 0.131
```

***

[3]
# C25H32Cl2F4O21

A cluster of 8 separate species, C25H32Cl2F4O21 in total (wB97M-V/def2-TZVPD, the OMol25 dataset).

## Properties
highest occupied orbital energy	-10.892	eV
SMILES string	O=C1OC[C@@H](F)O1.O=C1OC[C@@H](F)O1.O=C1OC[C@@H](F)O1.O=C1OC[C@@H](F)O1.C[C@H]1COC(=O)O1.C[C@H]1COC(=O)O1.C[C@H]1COC(=O)O1.ClCCl
ΔE to the lowest compared entry with this formula, charge and spin	0.00	kcal/mol
net charge	0

Geometry as XYZ:
```
84
Properties=species:S:1:pos:R:3:lowdin_charge:R:1
O 3.885 0.905 5.496 0.173
C 3.964 0.534 4.375 -0.542
O 3.130 0.905 3.361 0.058
C 3.824 0.630 2.160 -0.064
C 4.701 -0.567 2.541 -0.301
F 5.870 -0.515 1.876 0.094
O 4.886 -0.361 3.935 0.145
H 3.140 0.356 1.360 0.111
H 4.430 1.467 1.809 0.149
H 4.152 -1.489 2.372 0.152
O 4.546 -4.863 1.124 0.199
C 4.057 -4.133 0.336 -0.535
O 3.572 -2.895 0.644 0.049
C 2.797 -2.457 -0.461 -0.068
C 3.401 -3.210 -1.620 -0.284
F 4.463 -2.549 -2.170 0.072
O 3.919 -4.363 -0.993 0.145
H 1.752 -2.748 -0.321 0.143
H 2.814 -1.380 -0.606 0.131
H 2.701 -3.465 -2.409 0.147
O -1.841 0.935 3.273 0.177
C -1.035 1.101 4.129 -0.523
O -0.273 0.126 4.655 0.086
C 0.371 0.649 5.834 -0.024
C 0.317 2.146 5.595 -0.297
F 1.444 2.576 4.953 0.067
O -0.751 2.305 4.712 0.125
H -0.234 0.328 6.682 0.145
H 1.397 0.304 5.915 0.131
H 0.267 2.684 6.541 0.173
O 0.116 -1.638 -2.460 0.163
C -0.104 -0.892 -1.566 -0.556
O -1.200 -0.837 -0.809 0.080
C -0.874 -0.088 0.391 -0.027
C 0.151 0.856 -0.192 -0.292
F 1.055 1.219 0.791 0.041
O 0.815 0.044 -1.129 0.111
H -1.756 0.387 0.810 0.118
H -0.451 -0.774 1.128 0.141
H -0.295 1.750 -0.621 0.129
C 0.090 4.763 0.929 -0.010
C -0.848 4.053 1.868 -0.299
C -1.936 4.936 2.505 -0.070
O -3.140 4.215 2.285 0.082
C -2.935 3.197 1.430 -0.566
O -3.776 2.481 0.987 0.159
O -1.631 3.108 1.109 0.053
H 0.743 4.077 0.397 0.080
H 0.664 5.510 1.482 0.095
H -0.505 5.300 0.186 0.098
H -0.311 3.478 2.619 0.131
H -1.984 5.896 1.989 0.134
H -1.776 5.048 3.573 0.133
C 0.951 -4.301 -4.872 -0.024
C 1.250 -3.715 -6.222 -0.303
C 2.257 -2.544 -6.165 -0.093
O 3.187 -2.834 -7.189 0.071
C 2.964 -4.070 -7.694 -0.561
O 3.587 -4.562 -8.575 0.170
O 1.940 -4.667 -7.046 0.084
H 1.878 -4.471 -4.318 0.076
H 0.429 -5.256 -4.865 0.090
H 0.362 -3.591 -4.282 0.079
H 0.352 -3.389 -6.749 0.153
H 2.758 -2.497 -5.196 0.124
H 1.754 -1.594 -6.335 0.134
C -5.706 0.476 -1.207 -0.045
C -5.001 1.059 -2.393 -0.295
C -5.186 2.573 -2.566 -0.065
O -3.868 3.114 -2.399 0.075
C -2.997 2.129 -2.133 -0.559
O -1.838 2.304 -1.903 0.144
O -3.588 0.924 -2.168 0.091
H -6.793 0.585 -1.244 0.094
H -5.357 0.895 -0.259 0.072
H -5.534 -0.596 -1.079 0.058
H -5.309 0.525 -3.290 0.151
H -5.852 3.025 -1.835 0.136
H -5.496 2.825 -3.579 0.131
Cl -4.444 -1.832 1.317 0.545
C -3.260 -2.209 2.576 -1.037
Cl -3.759 -3.564 3.589 0.520
H -2.327 -2.454 2.084 0.017
H -3.132 -1.334 3.202 0.007
```

***

[4]
# C27H44F14N3OS

A cluster of 3 separate species, C27H44F14N3OS in total (wB97M-V/def2-TZVPD, the OMol25 dataset).

## Properties
highest occupied orbital energy	-12.642	eV
net charge	+1

Geometry as XYZ:
```
90
Properties=species:S:1:pos:R:3:lowdin_charge:R:1
C -0.747 1.171 -0.009 0.153
C -1.519 1.508 -0.862 -0.108
C -2.368 1.586 -2.035 -0.131
N -3.350 0.492 -2.108 0.171
C -3.053 -0.762 -1.992 -0.316
N -4.038 -1.726 -1.997 0.165
C -3.439 -3.013 -1.542 -0.255
C -3.491 -4.128 -2.593 -0.007
C -2.072 -2.494 -1.074 -0.222
C -0.942 -3.449 -0.724 -0.022
C -1.071 -3.924 0.694 -0.468
O -0.244 -3.705 1.510 0.188
F -2.163 -4.621 1.015 0.138
N -1.774 -1.284 -1.851 0.052
C -1.319 -1.457 -3.280 -0.073
C 0.059 -2.062 -3.432 -0.039
C 1.156 -1.196 -2.858 -0.445
F 1.050 -0.988 -1.538 0.140
F 1.041 0.023 -3.445 0.126
C 2.590 -1.665 -3.211 -0.379
F 2.649 -1.633 -4.554 0.159
F 3.496 -0.813 -2.764 0.188
C 2.883 -3.144 -2.781 -0.364
F 2.122 -3.520 -1.751 0.143
F 2.475 -3.909 -3.810 0.159
C 4.387 -3.484 -2.577 -0.454
F 4.529 -4.778 -2.842 0.150
F 5.127 -2.842 -3.457 0.175
S 5.063 -3.208 -0.831 0.749
F 6.228 -4.225 -1.128 -0.106
F 5.993 -2.040 -1.340 -0.115
F 3.932 -2.146 -0.527 -0.121
F 4.178 -4.383 -0.291 -0.104
F 5.620 -2.989 0.613 -0.090
H -0.054 0.821 0.708 0.054
H -2.946 2.502 -1.944 0.133
H -1.798 1.690 -2.952 0.132
H -4.324 0.720 -2.243 0.179
H -4.704 -1.422 -1.286 0.164
H -3.975 -3.389 -0.679 0.148
H -2.617 -4.767 -2.539 0.076
H -4.346 -4.756 -2.371 0.087
H -3.646 -3.713 -3.583 0.081
H -2.337 -2.076 -0.095 0.134
H 0.037 -2.999 -0.787 0.105
H -0.933 -4.336 -1.359 0.130
H -2.063 -1.995 -3.868 0.130
H -1.276 -0.459 -3.709 0.125
H 0.099 -3.085 -3.082 0.116
H 0.252 -2.129 -4.499 0.150
C -0.502 -0.001 6.834 -0.106
C -0.223 -0.860 5.604 -0.266
C -0.178 -0.060 4.304 -0.229
C -1.484 0.647 3.934 -0.224
C -2.699 -0.269 3.802 -0.253
C -2.544 -1.311 2.699 -0.113
H -1.480 0.479 6.781 0.066
H -0.486 -0.612 7.738 0.072
H 0.255 0.778 6.944 0.077
H -0.970 -1.656 5.535 0.099
H 0.740 -1.358 5.734 0.107
H 0.120 -0.729 3.489 0.096
H 0.612 0.693 4.377 0.112
H -1.335 1.177 2.986 0.089
H -1.704 1.420 4.674 0.106
H -3.575 0.348 3.585 0.106
H -2.907 -0.770 4.750 0.105
H -2.369 -0.825 1.731 0.049
H -3.450 -1.917 2.615 0.076
H -1.714 -1.988 2.899 0.059
C 3.624 6.417 -0.279 -0.109
C 2.316 6.806 0.405 -0.268
C 1.717 5.686 1.254 -0.226
C 1.330 4.426 0.479 -0.230
C 0.335 4.646 -0.658 -0.274
C -1.016 5.176 -0.186 -0.111
H 3.484 5.593 -0.982 0.064
H 4.028 7.260 -0.840 0.071
H 4.372 6.114 0.456 0.076
H 1.595 7.141 -0.346 0.098
H 2.502 7.666 1.053 0.106
H 0.841 6.073 1.782 0.102
H 2.435 5.407 2.031 0.111
H 0.907 3.702 1.185 0.099
H 2.231 3.956 0.073 0.103
H 0.178 3.691 -1.166 0.073
H 0.755 5.324 -1.406 0.102
H -1.471 4.493 0.536 0.067
H -1.704 5.280 -1.030 0.065
H -0.926 6.156 0.282 0.069
```

***

no.,E (Ha)
1,-5710.6801
2,-419.7861
3,-3871.8538
4,-3090.6600